(1)
Formula: CH3ClINO
Source: the Open Molecules 2025 dataset
Level of theory: the ωB97M-V functional and the def2-TZVPD basis

As for the LUMO energy (alpha / beta): -2.484 / -1.110 eV. Its total charge is 0. The HOMO energy (alpha / beta) is -9.5 / -9.9 eV. As for the relative energy (zero: lowest compared OMol25 entry of this formula, charge and spin): 0.3667 eV. As for the HOMO-LUMO gap (alpha / beta): 0.2581 / 0.3214 Eh.

Geometry as XYZ:
```
8
Properties=species:S:1:pos:R:3:forces:R:3
C -0.8805 -0.4759 -0.3648 -0.80 -1.76 0.77
N 0.7842 0.2435 0.9816 -1.06 0.30 -0.88
O -0.5323 0.4696 0.6132 1.88 0.88 1.09
Cl 1.2786 1.5697 1.9057 -0.15 -0.02 0.03
I 2.1414 0.3685 -1.4777 0.13 0.08 0.27
H -1.9241 -0.8049 -0.0288 1.36 0.40 -1.23
H -0.1595 -1.3067 -0.2704 -0.63 -0.03 -0.04
H -0.7078 -0.0638 -1.3588 -0.73 0.14 -0.01
```
Forces are in eV/Å.

Okay, here come the natural (NBO) numbers, in e, for every atom: number 1, C, carries -0.292; number 2, N, carries -0.100; number 3, O, carries -0.344; number 4, Cl, carries 0.174; number 5, I, carries -0.076; number 6, H, carries 0.216; number 7, H, carries 0.207; number 8, H, carries 0.216

(2)
Formula: C7H6Cu2F2O9
Source: the Open Molecules 2025 dataset
Level of theory: the ωB97M-V functional and the def2-TZVPD basis

As for the LUMO energy (alpha / beta): -8.470 / -12.451 eV. Its total charge is +2. The spin multiplicity is 3. The HOMO energy (alpha / beta) is -14.5 / -13.9 eV. As for the relative energy (zero: lowest compared OMol25 entry of this formula, charge and spin): 5.3150 eV. As for the HOMO-LUMO gap (alpha / beta): 0.2199 / 0.0533 Eh.

Geometry as XYZ:
```
26
Properties=species:S:1:pos:R:3:forces:R:3
Cu -1.5505 -2.8568 4.1186 0.23 0.64 -0.03
Cu 0.6677 3.0874 7.1067 0.02 -0.39 -0.71
C 0.5142 0.7986 3.8451 -1.15 3.20 -0.50
O 1.1220 1.9264 3.7877 0.12 -1.62 0.05
O 0.0786 0.1145 2.9053 0.76 -1.19 -1.79
O -0.0208 0.4959 4.9336 -0.08 -0.68 3.05
C 2.0254 -2.7147 -2.3715 -0.81 1.50 1.41
C 2.4719 -3.3795 -1.0691 -3.01 1.67 -1.46
O 3.5384 -4.1973 -1.4483 2.67 -0.53 -1.85
C 3.7813 -4.0062 -2.7643 -3.52 2.95 2.96
O 4.5775 -4.6830 -3.4237 0.92 -0.68 -0.69
O 3.0446 -3.0143 -3.2686 3.01 -1.97 -1.56
F 1.4978 -4.1531 -0.6929 -1.76 -2.36 1.26
H 2.0047 -1.6693 -2.0635 0.36 0.47 -1.16
H 1.0556 -2.9253 -2.8224 0.05 -0.64 0.38
H 2.4489 -2.5833 -0.3250 2.13 -0.37 0.61
C -1.9312 3.5596 -0.7790 1.33 0.13 1.17
C -2.9629 3.1814 0.1786 -0.94 0.37 3.26
O -3.9501 2.4886 -0.5058 -0.52 0.48 -0.55
C -3.3341 2.0429 -1.6076 -1.28 -2.41 -1.49
O -3.8227 1.2605 -2.3860 1.02 1.34 0.97
O -2.0647 2.4778 -1.6004 0.55 -1.64 -3.39
F -3.4552 4.2638 0.7874 -0.96 1.15 0.41
H -0.9707 3.4335 -0.2793 0.18 0.75 -0.25
H -2.0915 4.5271 -1.2546 0.04 -0.04 -0.03
H -2.6742 2.5246 0.9991 0.65 -0.15 -0.06
```
Forces are in eV/Å.

natural (NBO) population analysis, charges in e, atoms 1 to 8: number 1, Cu, carries 0.980; number 2, Cu, carries 0.973; number 3, C, carries 0.892; number 4, O, carries -0.615; number 5, O, carries -0.636; number 6, O, carries -0.593; number 7, C, carries -0.149; number 8, C, carries 0.427

(3)
Formula: C8H16Br
Source: the Open Molecules 2025 dataset
Level of theory: the ωB97M-V functional and the def2-TZVPD basis

As for the LUMO energy (alpha / beta): 0.802 / 0.316 eV. Its total charge is 0. The spin multiplicity is 2. The HOMO energy (alpha / beta) is -6.8 / -8.7 eV. As for the relative energy (zero: lowest compared OMol25 entry of this formula, charge and spin): 0.0000 eV. As for the HOMO-LUMO gap (alpha / beta): 0.2788 / 0.3319 Eh.

Geometry as XYZ:
```
25
Properties=species:S:1:pos:R:3:forces:R:3
Br 3.1401 -0.4213 1.5386 0.25 -0.26 -0.06
H 2.3898 0.6579 2.0492 -0.17 0.22 0.23
C 0.8956 2.0230 4.0632 3.13 0.33 -1.11
C 1.7450 1.2575 5.0718 -0.71 0.19 0.92
C 1.5989 3.2551 3.4984 -0.32 -0.45 0.33
C -0.2889 1.4683 3.5717 -2.18 -0.10 -1.03
C -0.7593 1.3238 2.2602 0.82 0.53 2.11
C -2.0564 0.6590 1.9976 -0.90 -0.89 -0.49
C -0.0321 1.6667 0.9980 -0.26 0.09 -0.77
C -1.1602 1.0782 4.7737 -0.33 -0.56 -0.05
H 1.5406 0.1694 5.1610 0.01 0.65 -0.33
H 2.8285 1.4134 4.9756 -0.33 -0.04 -0.44
H 1.5243 1.6775 6.0615 0.09 -0.14 0.26
H 1.2763 3.4833 2.4787 0.05 0.13 0.25
H 1.3467 4.1246 4.1533 0.34 -0.41 -0.49
H 2.6933 3.0913 3.5058 -0.46 0.33 -0.01
H -2.0507 0.4325 0.9197 -0.47 -0.22 0.49
H -2.1411 -0.2980 2.5315 -0.05 0.18 -0.02
H -2.9978 1.2067 2.1931 0.55 0.12 0.13
H 0.8343 1.0386 0.7657 -0.02 0.14 0.26
H -0.7390 1.4583 0.1662 0.64 0.48 0.33
H 0.2623 2.7155 0.9423 0.09 -0.06 -0.10
H -0.6811 1.4441 5.6662 0.16 0.11 0.37
H -2.1729 1.5127 4.8285 0.32 -0.20 -0.61
H -1.2314 -0.0004 4.9150 -0.26 -0.18 -0.15
```
Forces are in eV/Å.

natural (NBO) population analysis, charges in e, atoms 1 to 8: number 1, Br, carries -0.202; number 2, H, carries 0.204; number 3, C, carries 0.090; number 4, C, carries -0.679; number 5, C, carries -0.665; number 6, C, carries -0.097; number 7, C, carries 0.041; number 8, C, carries -0.650

(4)
Formula: C5H8N3O3
Source: the Open Molecules 2025 dataset
Level of theory: the ωB97M-V functional and the def2-TZVPD basis

As for the LUMO energy: -3.400 eV. Its total charge is +1. The HOMO energy is -13.2 eV. As for the relative energy (zero: lowest compared OMol25 entry of this formula, charge and spin): 0.0000 eV. As for the HOMO-LUMO gap: 0.3616 Eh.

Geometry as XYZ:
```
19
Properties=species:S:1:pos:R:3:forces:R:3
C 2.0647 1.3980 0.1185 3.07 -1.74 0.61
C 2.9668 0.3315 0.1983 -3.32 0.12 -1.19
C 0.6896 1.1746 -0.0894 -0.91 -1.46 -0.02
C -2.6406 -0.1527 -0.0194 -1.02 0.27 -0.10
C 1.1295 -1.1346 -0.1973 0.36 0.41 2.71
N 0.3004 -0.1651 -0.1076 -0.51 0.52 -1.14
N -2.4822 1.1091 0.0468 -3.22 -0.05 0.68
N 2.4726 -0.9933 0.0853 -0.13 0.87 -0.78
O -0.1913 2.0081 -0.2548 0.78 1.30 0.24
O -3.8568 -0.6855 0.0296 1.56 -1.76 -0.08
O 0.6546 -2.3660 -0.1899 3.29 -1.15 -0.22
H 2.4828 2.3665 0.2650 -0.01 0.66 -0.26
H 4.0116 0.4859 0.0754 0.72 -0.13 0.66
H -1.7586 -0.7535 -0.1457 0.23 -0.15 0.03
H -1.6239 1.6347 0.0645 2.20 -0.08 -0.56
H -3.2906 1.7128 0.1884 -0.26 -0.41 -0.11
H -3.7247 -1.6909 -0.0089 -0.73 1.94 0.05
H 3.0615 -1.8191 0.2070 -0.23 0.49 -0.28
H -0.2653 -2.4603 -0.2658 -1.87 0.36 -0.26
```
Forces are in eV/Å.

natural (NBO) population analysis, charges in e, atoms 1 to 8: number 1, C, carries -0.343; number 2, C, carries 0.095; number 3, C, carries 0.628; number 4, C, carries 0.524; number 5, C, carries 0.747; number 6, N, carries -0.633; number 7, N, carries -0.654; number 8, N, carries -0.565

(5)
Formula: C4H14N4O
Source: the Open Molecules 2025 dataset
Level of theory: the ωB97M-V functional and the def2-TZVPD basis

As for the LUMO energy: -0.313 eV. Its total charge is 0. The HOMO energy is -7.4 eV. As for the relative energy (zero: lowest compared OMol25 entry of this formula, charge and spin): 4.3203 eV. As for the HOMO-LUMO gap: 0.2593 Eh.

Geometry as XYZ:
```
23
Properties=species:S:1:pos:R:3:forces:R:3
C -1.0826 0.7491 -0.9340 2.20 -1.36 -0.97
C -1.8999 -0.4986 -1.1508 -0.09 0.24 -0.07
C 0.8836 0.0811 -1.3350 -2.01 0.43 -0.38
N -1.1107 1.2815 0.3102 1.07 -0.07 1.98
O -1.2291 1.5856 -2.0188 -0.16 0.03 0.07
H -0.8327 2.4411 -1.8206 0.03 -0.05 0.01
H -0.8443 2.2636 0.3045 -0.20 0.05 -0.12
H -0.1358 0.7194 0.9386 -1.99 1.08 -1.26
H -1.6541 -0.9597 -2.1035 0.02 -0.03 -0.01
H -2.9567 -0.2177 -1.1541 -0.01 -0.01 0.00
H -1.7442 -1.2064 -0.3427 0.04 0.02 0.02
H 0.6263 -0.1912 -2.3568 0.25 0.16 -0.15
H 1.4128 1.0340 -1.2910 0.12 -0.05 -0.06
H 1.4738 -0.7312 -0.9158 -0.04 -0.01 0.27
C 1.2147 -1.1271 1.8297 0.16 -0.21 -0.04
N 0.1930 -2.0368 1.4239 0.03 0.13 -0.05
N 1.0414 0.2601 1.3235 2.06 0.76 1.03
N 2.0353 1.0039 1.4756 -1.38 -1.12 0.00
H 1.7696 1.9535 1.1798 -0.08 -0.09 -0.21
H -0.7119 -1.7949 1.8074 0.02 0.00 -0.04
H 0.1230 -2.0807 0.4142 -0.02 -0.02 0.05
H 2.1952 -1.4711 1.4947 -0.04 0.05 0.03
H 1.2336 -1.0572 2.9209 0.01 0.07 -0.10
```
Forces are in eV/Å.

natural (NBO) population analysis, charges in e, atoms 1 to 8: number 1, C, carries 0.593; number 2, C, carries -0.655; number 3, C, carries -0.862; number 4, N, carries -0.947; number 5, O, carries -0.707; number 6, H, carries 0.469; number 7, H, carries 0.335; number 8, H, carries 0.406

(6)
Formula: C4H8S
Source: the Open Molecules 2025 dataset
Level of theory: the ωB97M-V functional and the def2-TZVPD basis

As for the LUMO energy: 1.077 eV. Its total charge is 0. The HOMO energy is -8.7 eV. As for the relative energy (zero: lowest compared OMol25 entry of this formula, charge and spin): 0.7782 eV. As for the HOMO-LUMO gap: 0.3579 Eh.

Geometry as XYZ:
```
13
Properties=species:S:1:pos:R:3:forces:R:3
C 0.6082 1.9349 -0.8093 -2.02 0.16 0.93
C 0.3246 1.0409 0.4068 2.76 -0.22 0.10
C -0.6718 -1.5173 0.7847 -0.69 0.92 -0.21
C -0.7808 -2.4929 -0.1247 0.30 3.25 0.91
H 0.5503 1.3374 -1.6822 -0.23 -0.42 -1.06
H -0.1732 2.7274 -0.8333 0.65 -0.33 -0.29
H 1.5794 2.3643 -0.7717 0.81 0.49 0.28
H 0.5997 1.6250 1.3072 -0.76 -0.42 -0.11
H 1.0741 0.2131 0.3625 -0.36 0.67 0.16
H -0.3995 -1.6690 1.8547 -0.26 -0.17 -1.02
H -0.5759 -3.3890 0.2831 0.65 -3.47 0.65
H -0.9128 -2.3390 -1.1705 -0.47 0.10 -0.41
S -1.2222 0.1642 0.3927 -0.40 -0.56 0.07
```
Forces are in eV/Å.

natural (NBO) population analysis, charges in e, atoms 1 to 8: number 1, C, carries -0.600; number 2, C, carries -0.554; number 3, C, carries -0.328; number 4, C, carries -0.376; number 5, H, carries 0.207; number 6, H, carries 0.204; number 7, H, carries 0.211; number 8, H, carries 0.208

(7)
Formula: C3H7NO2S
Source: the Open Molecules 2025 dataset
Level of theory: the ωB97M-V functional and the def2-TZVPD basis

As for the LUMO energy: 0.479 eV. Its total charge is 0. The HOMO energy is -9.2 eV. As for the relative energy (zero: lowest compared OMol25 entry of this formula, charge and spin): 3.3860 eV. As for the HOMO-LUMO gap: 0.3555 Eh.

Geometry as XYZ:
```
14
Properties=species:S:1:pos:R:3:forces:R:3
C -1.6283 0.9162 0.1072 0.76 0.69 0.88
C -1.8093 -1.0016 -1.5133 -1.22 -3.21 -3.18
C 1.6015 0.1949 1.8314 -1.04 0.34 -3.74
N -1.6794 0.0441 -0.6859 -0.62 3.08 2.90
O -1.4663 1.7908 0.9302 -0.55 -1.70 -1.69
O 0.9314 0.4243 -0.9861 0.87 -0.16 0.94
S 2.0311 -0.0825 -0.1003 1.21 1.12 0.30
H -1.7864 -0.6446 -2.5935 0.35 -0.60 1.18
H -1.0250 -1.7748 -1.3257 -0.39 0.68 -0.38
H -2.8109 -1.5751 -1.4587 1.28 1.04 0.34
H 0.8699 0.9964 1.6700 0.11 -0.08 0.63
H 1.0932 -0.7479 2.0616 0.61 0.34 0.48
H 2.5051 0.5368 2.2797 0.45 -0.25 0.74
H 3.1733 0.9229 -0.2167 -1.81 -1.31 0.60
```
Forces are in eV/Å.

natural (NBO) population analysis, charges in e, atoms 1 to 8: number 1, C, carries 0.869; number 2, C, carries -0.410; number 3, C, carries -0.742; number 4, N, carries -0.490; number 5, O, carries -0.599; number 6, O, carries -0.963; number 7, S, carries 0.972; number 8, H, carries 0.215

- Which value of total charge does entry 4 give?
  +1